{"formula": "C27H54HgN3O3", "method": "ωB97M-V/def2-TZVPD", "largest_force_ha_per_bohr": 0.0976, "multiplicity": 2, "e_above_lowest_kj_mol": 0.0, "homo_energy_ha": [-0.22273, -0.22967], "lumo_energy_ha": [-0.00752, -0.02538], "gap_ev": [5.8563, 5.5590], "elements": ["Hg", "C", "C", "C", "C", "C", "C", "N", "O", "C", "C", "C", "H", "H", "H", "H", "H", "H", "H", "H", "H", "H", "H", "H", "H", "H", "H", "H", "H", "H", "C", "C", "C", "C", "C", "C", "N", "O", "C", "C", "C", "H", "H", "H", "H", "H", "H", "H", "H", "H", "H", "H", "H", "H", "H", "H", "H", "H", "H", "C", "C", "C", "C", "C", "C", "N", "O", "C", "C", "C", "H", "H", "H", "H", "H", "H", "H", "H", "H", "H", "H", "H", "H", "H", "H", "H", "H", "H"], "positions_angstrom": [[-22.27, -20.09, -6.92], [-19.91, -22.03, -2.47], [-20.29, -22.93, -3.72], [-20.32, -24.42, -3.01], [-21.21, -25.34, -3.86], [-22.57, -24.81, -4.17], [-22.49, -23.49, -5.01], [-21.61, -22.55, -4.26], [-21.57, -21.29, -4.86], [-24.03, -23.03, -5.06], [-21.94, -23.81, -6.47], [-19.08, -23.00, -4.75], [-18.93, -22.31, -2.10], [-20.62, -22.17, -1.65], [-19.80, -20.99, -2.78], [-20.65, -24.39, -1.97], [-19.36, -24.91, -3.15], [-21.34, -26.30, -3.36], [-20.66, -25.68, -4.74], [-22.97, -24.69, -3.16], [-23.17, -25.60, -4.61], [-24.67, -23.86, -5.36], [-24.18, -22.24, -5.80], [-24.44, -22.69, -4.11], [-20.87, -24.04, -6.45], [-22.03, -22.92, -7.09], [-22.49, -24.61, -6.97], [-19.04, -22.02, -5.24], [-19.25, -23.87, -5.38], [-18.22, -23.15, -4.10], [-21.72, -17.57, -5.02], [-23.23, -17.29, -5.48], [-23.14, -16.32, -6.75], [-24.42, -16.16, -7.49], [-25.03, -17.51, -7.85], [-25.26, -18.50, -6.70], [-23.95, -18.52, -5.92], [-23.92, -19.54, -4.93], [-25.57, -19.84, -7.38], [-26.36, -18.01, -5.89], [-23.91, -16.51, -4.30], [-21.17, -16.63, -5.02], [-21.06, -18.13, -5.68], [-21.73, -18.08, -4.05], [-22.48, -16.82, -7.46], [-22.69, -15.35, -6.54], [-24.19, -15.72, -8.46], [-25.19, -15.56, -7.01], [-24.31, -17.84, -8.60], [-25.92, -17.32, -8.44], [-24.56, -20.14, -7.67], [-26.27, -19.67, -8.20], [-25.96, -20.56, -6.67], [-27.33, -17.99, -6.38], [-26.10, -17.07, -5.39], [-26.65, -18.72, -5.12], [-24.45, -17.21, -3.66], [-24.59, -15.80, -4.77], [-23.25, -15.94, -3.65], [-19.18, -19.21, -7.26], [-19.28, -19.89, -8.64], [-18.49, -21.20, -8.62], [-18.72, -22.13, -9.88], [-20.20, -22.42, -10.02], [-21.05, -21.12, -10.18], [-20.73, -20.19, -9.04], [-21.55, -19.05, -8.90], [-22.59, -21.57, -9.96], [-20.84, -20.64, -11.63], [-18.62, -18.88, -9.61], [-19.41, -18.15, -7.19], [-18.16, -19.34, -6.92], [-19.86, -19.75, -6.60], [-18.70, -21.72, -7.68], [-17.41, -21.08, -8.56], [-18.13, -23.03, -9.67], [-18.32, -21.55, -10.71], [-20.50, -23.04, -9.17], [-20.34, -23.14, -10.82], [-23.34, -20.79, -9.85], [-22.72, -22.25, -9.11], [-22.87, -22.09, -10.87], [-21.27, -21.28, -12.40], [-19.79, -20.73, -11.90], [-21.22, -19.64, -11.85], [-19.17, -17.95, -9.76], [-18.66, -19.37, -10.58], [-17.61, -18.56, -9.33]], "mulliken_charge": [1.826, -1.642, 0.975, -0.836, -0.775, -1.173, 1.239, 0.018, -0.156, -1.684, -0.858, -1.571, 0.404, 0.434, 0.292, 0.433, 0.295, 0.474, 0.291, 0.362, 0.494, 0.450, -0.012, 0.464, 0.162, -0.383, 0.485, 0.073, 0.501, 0.473, -2.175, 1.458, -0.960, -0.948, -1.304, 1.538, 1.032, -0.455, -1.238, -1.903, -1.783, 0.602, 0.354, 0.382, 0.084, 0.484, 0.513, 0.336, 0.143, 0.605, -0.042, 0.406, 0.278, 0.404, 0.302, 0.370, 0.370, 0.352, 0.416, -1.520, 1.773, -0.914, -0.854, -0.726, 0.952, 1.374, -0.809, -1.545, -1.722, -1.847, 0.224, 0.490, -0.186, -0.101, 0.434, 0.515, 0.314, -0.106, 0.434, 0.126, 0.308, 0.520, 0.455, 0.335, 0.323, 0.319, 0.362, 0.398]}